Density functional theory data (ωB97M-V/def2-TZVPD) for a cluster of 2 separate species, C5H9N5Si2 in total at a distorted geometry.

The geometry in XYZ format:
```
21
Properties=species:S:1:pos:R:3:forces:R:3
C -2.512 -1.274 -0.449 1.6431 0.6031 -2.0161
C -0.990 -0.290 0.686 -0.9556 -0.9809 -0.2227
C -1.215 0.456 -0.844 -1.2722 -1.4619 1.8627
C -0.127 0.461 1.298 0.2182 1.4905 -1.1589
C 0.009 2.201 -0.030 0.5883 1.8252 -0.9542
N -2.153 -0.300 -1.340 -0.1685 0.2000 -0.3468
N -0.760 1.642 -0.940 1.0190 0.8207 -0.0664
N 0.387 1.611 1.137 -0.6093 -2.0283 0.6917
N -1.858 -1.286 0.669 0.3511 -0.5127 1.9377
N 2.282 -2.049 -0.168 1.1364 -1.8550 0.2277
Si 0.382 4.077 -0.073 2.1550 -0.4128 1.1056
Si 1.154 -3.150 0.414 -2.2067 0.5996 -0.0833
H -3.049 -2.132 -0.829 -0.6111 0.2615 0.4220
H 2.619 -2.130 -1.088 0.4563 0.2142 -1.1120
H 2.053 -1.156 0.107 -0.1524 2.5179 0.3914
H 1.513 4.738 -0.820 -0.2352 -0.7217 -0.0538
H 0.856 4.283 1.392 -0.9891 0.1488 -1.0281
H -0.782 4.511 -0.739 -1.3136 0.8956 -0.0604
H 1.362 -4.521 0.096 0.7315 -1.0628 0.0843
H 0.975 -2.782 1.838 -0.0289 -0.3389 -0.0060
H -0.149 -2.910 -0.317 0.2436 -0.2021 0.3856
```
Positions in Å, forces in eV/Å.

Properties
Charge = 0
Largest force on an atom = 2.69 eV Å⁻¹
E_LUMO = -1.52 eV
HOMO = -0.347 hartree
Frontier orbital gap = 7.92 eV
Energy = -1048.52860 hartree